1.
DFT (the ωB97M-V functional and the def2-TZVPD basis) results for the molecule CH4N2O2 at a distorted geometry.

Structure (XYZ):
```
9
Properties=species:S:1:pos:R:3:nbo_charge:R:1
C -0.39 0.42 -0.03 -0.14
N 0.85 1.12 -0.19 -0.78
N -0.47 -1.22 0.15 0.53
O 0.62 -1.74 0.37 -0.42
O -1.51 -1.74 0.10 -0.34
H -0.70 0.52 1.05 0.20
H -1.13 0.84 -0.71 0.22
H 1.17 1.04 -1.12 0.36
H 1.54 0.76 0.38 0.37
```

Properties
- E_LUMO: 0.749 eV
- Relative energy (zero: lowest compared OMol25 entry of this formula, charge and spin): 285.7 kJ/mol
- Total charge: 0
- SMILES: NC[N+](=O)[O-]
- Frontier orbital gap: 10.940 eV
- HOMO: -10.1913 eV

=====

2.
DFT (the ωB97M-V functional and the def2-TZVPD basis) results for C14H10F6N6O5S2Sc as an isolated structure.

Structure (XYZ):
```
44
Properties=species:S:1:pos:R:3:nbo_charge:R:1
Sc -0.13 -0.15 0.58 1.88
C -1.11 3.82 2.20 -0.70
C -1.02 2.88 1.05 0.75
O -0.78 1.66 1.24 -0.73
N -1.21 3.32 -0.19 -0.54
C -1.21 2.44 -1.35 -0.27
C 0.18 2.01 -1.79 0.22
C 0.81 2.65 -2.83 -0.22
C 2.07 2.23 -3.23 -0.10
C 2.66 1.16 -2.57 -0.22
C 1.96 0.56 -1.54 0.09
N 0.75 0.97 -1.15 -0.55
H -1.93 3.49 2.83 0.27
H -1.26 4.85 1.90 0.24
H -0.19 3.73 2.78 0.27
H -1.40 4.30 -0.32 0.43
H -1.69 2.97 -2.16 0.25
H -1.83 1.57 -1.13 0.23
H 0.32 3.47 -3.33 0.24
H 2.58 2.72 -4.04 0.25
H 3.63 0.78 -2.85 0.26
H 2.38 -0.29 -1.01 0.23
F -0.10 -3.39 1.64 -0.31
C 0.13 -4.04 0.50 0.75
F 1.43 -4.06 0.27 -0.28
F -0.35 -5.26 0.56 -0.27
S -0.70 -3.09 -0.85 2.27
O -0.04 -1.76 -0.70 -1.01
O -0.50 -3.74 -2.08 -0.83
N -2.20 -3.01 -0.44 -1.20
S -2.86 -2.09 0.63 2.26
O -3.36 -2.72 1.79 -0.83
O -2.04 -0.87 0.89 -1.01
C -4.28 -1.41 -0.32 0.75
F -5.05 -2.39 -0.72 -0.27
F -4.95 -0.58 0.46 -0.29
F -3.81 -0.73 -1.37 -0.31
N 1.55 -0.48 1.65 -0.76
C 2.50 -1.07 2.06 0.60
C 3.61 -1.74 2.43 -0.51
C 3.99 -1.77 3.80 0.27
N 4.30 -1.77 4.90 -0.27
C 4.31 -2.37 1.37 0.28
N 4.83 -2.83 0.44 -0.30
```

Properties
- E_LUMO: -4.075 eV
- Relative energy (zero: lowest compared OMol25 entry of this formula, charge and spin): 8.9 kJ/mol
- Total charge: +1
- Frontier orbital gap: 7.322 eV
- HOMO: -11.3969 eV

=====

3.
DFT (the ωB97M-V functional and the def2-TZVPD basis) results for C2H4N2S as an isolated structure at a distorted geometry.

Structure (XYZ):
```
9
Properties=species:S:1:pos:R:3:nbo_charge:R:1
C 0.52 0.57 -0.28 -0.29
C -0.44 -0.54 -0.61 -0.20
N 0.26 0.54 1.16 -0.47
N -0.79 -0.95 0.75 -0.38
S -2.09 -0.30 -0.04 0.38
H 1.54 0.31 -0.58 0.20
H 0.27 1.56 -0.69 0.20
H -0.29 -1.27 -1.39 0.22
H 1.02 0.09 1.68 0.34
```

Properties
- E_LUMO (spin up / spin down): 0.439 / 0.440 eV
- Relative energy (zero: lowest compared OMol25 entry of this formula, charge and spin): 354.4 kJ/mol
- Total charge: 0
- Frontier orbital gap (spin up / spin down): 9.273 / 9.273 eV
- HOMO (spin up / spin down): -8.8341 / -8.8335 eV

=====

4.
DFT (the ωB97M-V functional and the def2-TZVPD basis) results for the molecule C2H8N2OSi at a distorted geometry.

Structure (XYZ):
```
14
Properties=species:S:1:pos:R:3:nbo_charge:R:1
C -1.87 1.19 0.77 -0.35
C -1.32 0.40 -0.16 -0.72
N 1.76 0.75 -0.09 -1.30
N 0.57 -1.68 0.65 -1.28
O 0.33 -0.77 -2.04 -1.11
Si 0.38 -0.30 -0.45 2.09
H -2.91 1.45 0.89 0.19
H -1.39 1.50 1.73 0.18
H -2.01 0.05 -1.02 0.23
H 1.68 1.25 0.82 0.40
H 2.61 0.32 -0.32 0.39
H 0.39 -2.58 0.09 0.39
H -0.20 -1.51 1.30 0.38
H 0.47 -0.14 -2.82 0.52
```

Properties
- E_LUMO: 0.670 eV
- Relative energy (zero: lowest compared OMol25 entry of this formula, charge and spin): 0.0 kJ/mol
- Total charge: 0
- SMILES: C=C[Si](N)(N)O
- Frontier orbital gap: 10.059 eV
- HOMO: -9.3886 eV

=====

5.
DFT (the ωB97M-V functional and the def2-TZVPD basis) results for the molecule C3H9NS at a distorted geometry.

Structure (XYZ):
```
14
Properties=species:S:1:pos:R:3:nbo_charge:R:1
C 0.47 1.07 -0.31 -0.22
C -0.41 -0.10 0.11 -0.42
C 0.37 -1.30 0.66 -0.50
S -0.76 -2.53 1.42 -0.06
N -0.21 1.91 -1.30 -0.82
H 1.36 0.66 -0.79 0.18
H 0.86 1.55 0.59 0.16
H -1.12 0.16 0.91 0.20
H -1.02 -0.40 -0.74 0.21
H 0.93 -0.97 1.54 0.21
H 1.05 -1.67 -0.10 0.22
H -0.92 -3.42 0.43 0.13
H 0.42 2.66 -1.53 0.35
H -1.02 2.37 -0.88 0.35
```

Properties
- E_LUMO: 1.035 eV
- Relative energy (zero: lowest compared OMol25 entry of this formula, charge and spin): 31.3 kJ/mol
- Total charge: 0
- SMILES: NCCCS
- Frontier orbital gap: 10.038 eV
- HOMO: -9.0032 eV

=====

6.
DFT (the ωB97M-V functional and the def2-TZVPD basis) results for a 4-piece molecular cluster, C39H31F9N2O6 overall at a distorted geometry.

Structure (XYZ):
```
87
Properties=species:S:1:pos:R:3:mulliken_charge:R:1
C -1.11 1.27 -0.64 0.23
C -1.89 1.21 0.28 -1.24
C -2.83 0.69 1.30 0.78
C -2.25 0.10 2.47 1.21
C -0.71 0.05 2.61 -0.35
C -0.25 0.02 4.11 -0.62
C 1.30 -0.04 4.26 -0.20
C 1.84 -1.49 4.14 -0.87
N 3.34 -1.52 4.15 -0.17
C 3.70 -2.87 3.72 0.46
C 4.56 -2.99 2.43 -0.86
O 3.39 -3.85 4.34 -0.55
C -3.08 -0.42 3.50 -0.82
C -4.47 -0.32 3.32 -0.67
C -5.04 0.27 2.16 0.17
C -4.23 0.80 1.11 0.44
C -4.96 1.45 -0.07 -0.25
O -5.80 2.26 0.18 -0.43
C -4.69 1.13 -1.59 0.77
F -5.68 1.74 -2.30 -0.29
F -3.54 1.69 -2.06 -0.26
C -4.61 -0.39 -1.95 0.49
F -3.50 -0.94 -1.42 -0.29
F -4.54 -0.46 -3.32 -0.35
C -5.87 -1.24 -1.54 1.13
F -7.01 -0.54 -1.48 -0.26
F -5.61 -1.94 -0.39 -0.28
C -6.08 -2.33 -2.67 0.08
O -7.05 -2.35 -3.37 -0.50
O -5.06 -3.21 -2.79 -0.43
C -6.57 0.25 2.30 0.09
O -7.46 0.52 1.55 -0.48
N -6.77 -0.15 3.67 -0.27
C -5.63 -0.77 4.24 0.24
O -5.55 -1.50 5.18 -0.54
H -0.48 1.26 -1.52 0.48
H -0.26 -0.76 2.01 0.28
H -0.34 1.02 2.20 0.44
H -0.61 0.91 4.66 0.36
H -0.65 -0.93 4.53 0.25
H 1.54 0.28 5.30 0.20
H 1.84 0.66 3.60 0.14
H 1.53 -2.11 5.01 0.32
H 1.46 -2.02 3.24 0.34
H 3.69 -1.39 5.09 0.28
H 5.50 -2.44 2.60 0.26
H 4.02 -2.50 1.59 0.23
H 4.71 -4.07 2.25 0.32
H -2.66 -0.85 4.42 0.42
H -5.17 -3.65 -3.65 0.36
H -7.49 -0.88 3.71 0.29
F 1.82 1.02 -1.34 -0.28
C 2.27 1.47 -2.53 0.31
C 2.60 2.81 -2.66 -0.47
C 3.06 3.27 -3.89 -0.32
C 3.17 2.39 -4.96 -0.67
C 2.83 1.06 -4.81 -0.04
C 2.37 0.59 -3.59 -0.52
H 2.50 3.47 -1.82 0.42
H 3.34 4.31 -4.01 0.37
H 3.53 2.75 -5.92 0.38
H 2.91 0.38 -5.65 0.35
H 2.11 -0.45 -3.45 0.46
F 3.31 -1.51 -7.74 -0.35
C 2.12 -2.07 -7.45 0.25
C 2.03 -2.96 -6.40 -0.26
C 0.80 -3.53 -6.10 -0.39
C -0.32 -3.20 -6.86 -0.49
C -0.21 -2.31 -7.91 -0.34
C 1.01 -1.73 -8.21 -0.40
H 2.91 -3.21 -5.83 0.44
H 0.71 -4.23 -5.27 0.38
H -1.28 -3.65 -6.62 0.39
H -1.08 -2.06 -8.50 0.36
H 1.12 -1.02 -9.02 0.41
F 3.14 1.87 4.44 -0.08
C 4.22 2.67 4.30 0.29
C 4.04 4.04 4.26 -0.48
C 5.14 4.87 4.13 -0.41
C 6.42 4.32 4.03 -0.53
C 6.58 2.94 4.07 -0.43
C 5.47 2.11 4.21 -0.31
H 3.04 4.46 4.33 0.40
H 5.02 5.94 4.11 0.36
H 7.28 4.96 3.93 0.36
H 7.57 2.51 3.99 0.36
H 5.58 1.03 4.25 0.44
```

Properties
- E_LUMO: -0.731 eV
- Total charge: 0
- SMILES: C#Cc1c(CCCCNC(C)=O)cc2c(c1C(=O)C(F)(F)C(F)(F)C(F)(F)C(=O)O)C(=O)NC2=O.Fc1ccccc1.Fc1ccccc1.Fc1ccccc1
- Frontier orbital gap: 8.802 eV
- HOMO: -9.5327 eV